No. 1
The following is a quantum chemistry calculation of an isolated molecule of C9H12N4S in a non-equilibrium geometry, from OMol25.

- LUMO energy: 0.574 eV
- Energy above the lowest of the compared OMol25 structures with the same formula, charge and spin: 0.0000 eV
- Total charge: 0

Geometry (Å):
C: 2.999 -0.698 -0.144
C: 1.724 -0.096 -0.139
C: 1.084 -0.646 0.973
C: -0.288 -0.388 1.462
C: 1.120 0.865 -0.954
C: -1.532 1.444 -0.316
C: -1.685 1.768 -1.808
C: -2.759 0.911 -2.473
C: 1.780 -2.337 2.683
N: 3.111 -1.549 0.854
N: 0.454 1.109 -1.902
N: -0.437 1.635 -2.554
N: 1.963 -1.518 1.522
S: -1.506 -0.354 0.083
H: 3.798 -0.556 -0.843
H: -0.626 -1.176 2.133
H: -0.373 0.573 1.973
H: -0.637 1.898 0.105
H: -2.404 1.845 0.209
H: -1.970 2.828 -1.889
H: -3.737 1.132 -2.052
H: -2.539 -0.143 -2.316
H: -2.772 1.110 -3.541
H: 2.664 -2.964 2.780
H: 1.670 -1.724 3.582
H: 0.897 -2.970 2.573


No. 2
The following is a quantum chemistry calculation of the ion C9H12N5 with charge +1 in a non-equilibrium geometry, from OMol25.

- LUMO energy: -5.392 eV
- Energy above the lowest of the compared OMol25 structures with the same formula, charge and spin: 3.5046 eV
- Total charge: +1
- SMILES: C1=NC=N[C@]2([NH+]3CCCC3)N=CN=C12

Geometry (Å):
C: 0.962 1.934 2.279
C: -0.696 0.581 2.955
C: 2.265 -1.025 0.708
C: 1.388 0.878 1.438
C: -1.453 -1.079 -2.102
C: 0.065 -0.611 -2.363
C: -1.651 -0.758 -0.629
C: 0.214 0.614 -1.568
C: 0.273 -0.076 0.814
N: -0.032 1.742 3.083
N: -0.685 -0.218 1.975
N: 0.983 -1.196 0.403
N: 2.490 0.240 1.356
N: -0.620 0.271 -0.314
H: 1.418 2.937 2.199
H: -1.270 0.291 3.700
H: 3.100 -1.502 0.323
H: -2.231 -0.722 -2.799
H: -1.665 -2.145 -2.237
H: 0.825 -1.364 -2.161
H: 0.111 -0.349 -3.405
H: -2.584 -0.424 -0.385
H: -1.393 -1.603 0.007
H: 1.299 0.865 -1.172
H: -0.105 1.563 -2.044
H: -1.009 1.156 -0.062


No. 3
The following is a quantum chemistry calculation of the ion C9H12NO3S with charge -1 in a non-equilibrium geometry, from OMol25.

- LUMO energy: 3.386 eV
- Energy above the lowest of the compared OMol25 structures with the same formula, charge and spin: 4.0720 eV
- Total charge: -1

Geometry (Å):
C: 3.064 0.265 -0.239
C: 0.853 -0.165 -0.829
C: 2.045 -2.161 0.226
C: 3.721 1.494 -0.335
C: 0.606 0.154 1.719
C: -1.337 0.312 0.158
C: 0.381 2.177 -0.095
C: 0.286 -2.400 -1.309
C: 0.162 0.692 0.279
N: 1.081 -1.531 -0.475
O: 4.039 0.673 -1.313
O: 2.061 -3.339 0.491
O: 3.992 2.596 -0.007
S: 3.492 -1.158 0.646
H: 0.291 0.718 2.559
H: 0.083 -0.870 1.922
H: 1.743 -0.085 1.635
H: -1.852 0.727 0.992
H: -1.488 -0.715 0.163
H: -1.698 0.656 -0.782
H: 1.037 2.150 -0.983
H: 0.873 2.804 0.692
H: -0.604 2.551 -0.356
H: -0.046 -3.213 -0.691
H: -0.491 -1.617 -1.673
H: 1.010 -2.839 -1.969


No. 4
The following is a quantum chemistry calculation of an isolated molecule of C9H12O7S in a non-equilibrium geometry, from OMol25.

- LUMO energy: 0.177 eV
- Total charge: 0
- SMILES: COc1cc([C@@H](O)CO)ccc1OS(=O)(=O)O

Geometry (Å):
O: 3.044 0.189 2.556
O: 3.780 -0.926 0.447
O: 0.307 1.211 2.180
O: -3.798 -3.116 -1.370
O: -3.051 -0.626 -2.274
O: 4.794 1.182 1.049
O: 2.456 1.324 0.178
C: 0.993 0.260 -1.326
C: -0.234 -0.274 -1.636
C: -1.014 0.106 0.551
C: 1.249 0.770 -0.073
C: 0.201 0.701 0.884
C: -1.317 -0.383 -0.704
C: 0.845 2.568 2.275
C: -2.555 -2.553 -0.928
C: -2.616 -1.022 -0.994
S: 3.418 0.337 1.125
H: -4.205 -2.619 -2.120
H: -2.889 0.313 -2.308
H: 5.389 0.500 0.719
H: 1.792 0.252 -2.087
H: -0.396 -0.596 -2.679
H: -1.782 0.074 1.303
H: 1.860 2.508 2.618
H: 0.290 3.152 2.989
H: 0.856 3.116 1.334
H: -2.349 -2.871 0.095
H: -1.720 -2.946 -1.520
H: -3.347 -0.631 -0.285